(1)
CH10N2O3 | wB97M-V/def2-TZVPD

Structure (XYZ):
```
16
Properties=species:S:1:pos:R:3
H -0.411 -0.209 -2.881
N -0.871 0.118 -2.019
C 0.070 0.648 -1.298
N 0.074 1.728 -0.488
H 1.056 0.199 -1.245
H 0.660 1.681 0.346
H -0.821 2.178 -0.340
O 0.559 -1.760 0.924
H -0.276 -1.345 1.190
H 0.619 -2.625 1.338
O -2.271 -0.727 0.420
H -1.725 -0.587 -0.371
H -3.170 -0.637 0.081
O 2.314 0.514 1.552
H 2.413 0.846 2.452
H 1.825 -0.318 1.676
```

Summary:
maximum force: 0.04166 Eh/bohr
ΔE to the lowest compared entry with this formula, charge and spin: 0.741 eV
HOMO energy: -9.076 eV
SMILES: [H]/N=C/N.O.O.O
LUMO: 0.644 eV

---

(2)
CH10N2O4 | wB97M-V/def2-TZVPD

Structure (XYZ):
```
17
Properties=species:S:1:pos:R:3
N 1.881 -0.873 -1.356
C 1.728 -2.015 -0.558
N 0.721 -1.909 0.404
O 2.736 -2.746 -0.419
H 1.103 -0.247 -1.321
H 2.492 -0.914 -2.106
H 0.639 -2.635 1.084
H 0.459 -0.998 0.757
O -1.762 3.172 0.501
H -2.550 2.948 1.010
H -2.037 2.572 -0.232
O 0.054 0.983 1.960
H 0.532 1.357 2.715
H -0.069 1.773 1.405
O -2.098 0.112 -1.428
H -1.329 0.155 -0.980
H -2.500 -0.736 -1.437
```

Summary:
maximum force: 0.10087 Eh/bohr
ΔE to the lowest compared entry with this formula, charge and spin: 1.504 eV
HOMO energy: -9.641 eV
SMILES: NC(N)=O.O.O.O
LUMO: 0.305 eV

---

(3)
CH10N2O4 | wB97M-V/def2-TZVPD

Structure (XYZ):
```
17
Properties=species:S:1:pos:R:3
N 1.916 1.670 -0.825
C 1.505 0.472 -1.271
N 0.163 0.306 -1.405
O 2.336 -0.409 -1.595
H 1.246 2.264 -0.350
H 2.870 1.806 -0.504
H -0.153 -0.289 -2.155
H -0.406 1.063 -1.044
H -1.302 -0.955 1.531
H -1.351 -1.984 2.556
O -1.682 -1.085 2.413
H -2.365 1.409 0.308
H -1.527 2.292 1.301
O -1.707 2.137 0.358
H -0.490 -2.477 -0.019
H 0.940 -3.084 0.238
O 0.005 -3.134 0.466
```

Summary:
expectation value of S²: 0.754
maximum force: 0.08435 Eh/bohr
ΔE to the lowest compared entry with this formula, charge and spin: 0.562 eV
HOMO energy (alpha / beta): -14.469 / -14.469 eV
charge: +1
2S+1: 2
LUMO (alpha / beta): -3.895 / -9.759 eV

---

(4)
CH10N3 | wB97M-V/def2-TZVPD

Structure (XYZ):
```
14
Properties=species:S:1:pos:R:3
N 2.465 0.969 -0.056
H 2.679 0.684 0.971
H 3.057 0.389 -0.688
H 0.556 0.608 -0.088
H 2.805 1.953 -0.035
N -1.390 -1.277 0.604
C -1.047 -0.728 -0.684
N -0.481 0.765 0.061
H -0.835 -2.086 1.009
H -2.340 -1.233 0.799
H -0.213 -1.065 -1.259
H -1.833 -0.485 -1.431
H -0.844 0.848 1.058
H -0.910 1.556 -0.500
```

Summary:
maximum force: 0.08197 Eh/bohr
ΔE to the lowest compared entry with this formula, charge and spin: 1.414 eV
HOMO energy: -14.234 eV
charge: +1
LUMO: -3.093 eV

---

(5)
CH10N3O2 | wB97M-V/def2-TZVPD

Structure (XYZ):
```
16
Properties=species:S:1:pos:R:3
N -1.367 0.252 1.130
C -0.900 0.893 -0.081
N 0.269 0.479 -0.684
N -1.730 1.968 -0.512
H -1.179 -0.836 1.329
H -2.296 0.660 1.404
H 0.709 0.707 -1.599
H 0.966 -0.042 -0.041
H -2.324 2.391 0.137
H -1.264 2.820 -1.040
H 2.529 0.717 -1.966
H 3.688 0.003 -1.246
O 2.680 0.002 -1.363
H -0.683 -3.413 1.236
H 0.671 -3.457 2.041
O 0.232 -3.145 1.255
```

Summary:
maximum force: 0.09843 Eh/bohr
ΔE to the lowest compared entry with this formula, charge and spin: 2.461 eV
HOMO energy: -14.960 eV
charge: +1
LUMO: -3.361 eV

---

(6)
CH10NO3 | wB97M-V/def2-TZVPD

Structure (XYZ):
```
15
Properties=species:S:1:pos:R:3
C 1.466 1.316 -1.311
N 2.027 0.689 -0.363
H 1.891 2.208 -1.758
H 0.529 0.985 -1.746
H 1.761 -0.279 -0.115
H 2.722 1.119 0.251
H -3.294 -2.939 1.567
H -2.305 -3.886 1.994
O -2.355 -3.095 1.455
H -1.966 2.740 -1.278
H -1.063 3.759 -0.572
O -1.180 2.829 -0.754
H 0.320 -1.606 1.608
H 0.882 -2.345 0.339
O 0.566 -1.495 0.683
```

Summary:
maximum force: 0.02275 Eh/bohr
ΔE to the lowest compared entry with this formula, charge and spin: 0.509 eV
HOMO energy: -14.161 eV
charge: +1
LUMO: -4.829 eV

---

(7)
CH10O3S | wB97M-V/def2-TZVPD

Structure (XYZ):
```
15
Properties=species:S:1:pos:R:3
C -3.775 1.815 -1.203
S -3.272 0.523 -0.074
H -4.839 1.831 -1.030
H -3.267 2.750 -1.270
H -3.691 1.369 -2.215
H -3.965 0.762 1.094
O 4.500 1.166 2.267
H 5.124 1.739 1.794
H 4.985 0.333 2.306
O -0.866 -6.430 0.502
H -1.200 -7.202 0.043
H 0.013 -6.532 0.887
O 3.797 2.535 -0.861
H 3.561 3.067 -1.635
H 2.895 2.273 -0.603
```

Summary:
maximum force: 0.04072 Eh/bohr
ΔE to the lowest compared entry with this formula, charge and spin: 0.968 eV
HOMO energy: -9.015 eV
SMILES: CS.O.O.O
LUMO: 0.774 eV

---

(8)
CH10O3S2 | wB97M-V/def2-TZVPD

Structure (XYZ):
```
16
Properties=species:S:1:pos:R:3
C -1.030 -0.551 -1.246
S -1.456 -2.212 -0.847
S -0.697 -3.111 -2.528
H -0.333 -0.646 -2.118
H -0.223 -0.204 -0.468
H -1.820 0.199 -1.393
H -0.473 -2.107 -3.361
O 1.748 -1.018 0.484
H 1.614 -1.762 -0.068
H 1.499 -0.286 -0.180
O 0.195 0.710 2.453
H 0.175 0.825 3.424
H 1.117 0.460 2.307
O 0.032 3.505 0.859
H -0.535 3.645 1.686
H 0.188 2.553 0.994
```

Summary:
maximum force: 0.07537 Eh/bohr
ΔE to the lowest compared entry with this formula, charge and spin: 1.434 eV
HOMO energy: -8.320 eV
SMILES: CSS.O.O.O
LUMO: 0.393 eV

---

(9)
CH10O5 | wB97M-V/def2-TZVPD

Structure (XYZ):
```
16
Properties=species:S:1:pos:R:3
C -2.782 -2.565 -2.266
O -1.749 -2.216 -2.777
H -2.798 -3.315 -1.546
H -3.797 -2.333 -2.611
O 0.909 0.759 -1.426
H 0.414 0.306 -0.647
H 0.990 0.107 -2.091
O 2.342 2.336 0.336
H 1.770 3.027 0.297
H 2.204 1.736 -0.421
O -1.147 0.171 1.429
H -1.094 -0.689 1.978
H -0.356 0.450 1.763
O 1.385 0.549 2.580
H 1.603 1.047 3.417
H 2.106 0.630 1.985
```

Summary:
maximum force: 0.09316 Eh/bohr
ΔE to the lowest compared entry with this formula, charge and spin: 1.097 eV
HOMO energy: -10.372 eV
SMILES: C=O.O.O.O.O
LUMO: 0.653 eV

---

(10)
CH10O6 | wB97M-V/def2-TZVPD

Structure (XYZ):
```
17
Properties=species:S:1:pos:R:3
O 1.189 2.881 -0.294
C 0.513 2.185 -0.983
O 0.725 0.854 -1.065
H -0.292 2.459 -1.681
H 0.232 0.367 -1.740
O -2.535 -1.544 0.678
H -1.758 -2.133 0.768
H -3.177 -2.098 1.143
O 0.274 -1.155 0.839
H 1.114 -0.809 0.521
H -0.172 -0.328 1.026
O 2.149 0.789 2.164
H 2.321 1.302 1.384
H 1.958 1.462 2.829
O -0.657 -1.148 -2.040
H -1.310 -1.696 -2.452
H -0.573 -1.388 -1.097
```

Summary:
maximum force: 0.03616 Eh/bohr
ΔE to the lowest compared entry with this formula, charge and spin: 0.751 eV
HOMO energy: -11.014 eV
SMILES: O=CO.O.O.O.O
LUMO: 0.504 eV

---

(11)
CH10O6 | wB97M-V/def2-TZVPD

Structure (XYZ):
```
17
Properties=species:S:1:pos:R:3
O -0.605 0.761 1.102
C -1.218 0.138 1.925
O -1.211 -1.149 2.200
H -1.784 0.717 2.667
H -0.932 -1.691 1.419
O -0.742 -0.389 -1.941
H -0.007 -0.125 -1.361
H -0.923 0.374 -2.515
O 2.068 0.134 -1.092
H 2.613 0.679 -1.681
H 2.615 -0.069 -0.345
O 1.144 2.931 0.594
H 0.423 2.312 0.781
H 1.073 3.288 -0.268
O -0.783 -2.433 -0.160
H -0.625 -2.159 -1.087
H -1.106 -3.320 -0.239
```

Summary:
maximum force: 0.03405 Eh/bohr
ΔE to the lowest compared entry with this formula, charge and spin: 0.668 eV
HOMO energy: -10.600 eV
SMILES: O=CO.O.O.O.O
LUMO: 0.495 eV

---

(12)
CH11MnO8 | wB97M-V/def2-TZVPD

Structure (XYZ):
```
21
Properties=species:S:1:pos:R:3
Mn -0.345 0.255 0.086
O 2.621 -1.840 -0.789
C 2.013 -0.809 -0.294
O 2.643 0.258 -0.087
O 0.777 -0.859 -0.245
H 1.811 -2.355 -0.778
O 0.657 1.412 0.302
H 1.248 1.597 1.032
H 1.099 1.777 -0.464
O -0.138 -0.180 1.612
H -0.001 -0.141 2.559
H -0.054 -1.108 1.395
O -1.700 1.043 0.360
H -2.537 0.977 -0.100
H -1.835 1.737 1.006
O -0.479 0.561 -1.515
H -0.796 0.092 -2.287
H -0.491 1.483 -1.772
O -1.251 -1.014 0.093
H -1.121 -1.696 -0.566
H -2.120 -1.190 0.452
```

Summary:
expectation value of S²: 8.760
maximum force: 0.34618 Eh/bohr
ΔE to the lowest compared entry with this formula, charge and spin: 22.519 eV
HOMO energy (alpha / beta): -7.786 / -14.164 eV
charge: +1
2S+1: 6
LUMO (alpha / beta): -3.428 / -4.384 eV

---

(13)
CH11N2O3 | wB97M-V/def2-TZVPD

Structure (XYZ):
```
17
Properties=species:S:1:pos:R:3
N 1.224 0.646 -0.764
C 0.021 0.524 -1.292
N -1.053 0.598 -0.661
H 1.324 1.139 0.083
H 1.842 0.291 -1.505
H -0.136 0.694 -2.373
H -1.825 0.968 -0.956
H -1.077 0.450 0.398
H 4.789 0.083 -1.746
H 3.678 -0.863 -2.237
O 3.826 -0.146 -1.590
H -1.918 1.404 2.415
H -2.018 -0.165 1.939
O -1.482 0.732 1.843
H -1.943 -2.220 1.499
H -2.602 -2.320 2.862
O -2.651 -1.817 2.086
```

Summary:
maximum force: 0.14008 Eh/bohr
ΔE to the lowest compared entry with this formula, charge and spin: 2.159 eV
HOMO energy: -15.021 eV
charge: +1
LUMO: -3.210 eV

---

(14)
CH11N3O3 | wB97M-V/def2-TZVPD

Structure (XYZ):
```
18
Properties=species:S:1:pos:R:3
N 0.420 -0.911 0.113
C -0.107 -0.538 -1.012
N -1.230 -1.236 -1.698
N 0.241 0.588 -1.761
H 0.021 -1.767 0.461
H -1.133 -1.293 -2.742
H -1.450 -2.244 -1.370
H 0.597 1.410 -1.425
H -0.018 0.777 -2.777
O -3.233 1.546 2.163
H -3.186 1.140 1.236
H -2.385 2.019 2.156
O 3.567 -0.608 0.057
H 3.771 -1.042 0.863
H 2.680 -1.063 -0.132
O 0.145 1.217 2.089
H 1.058 1.443 2.380
H 0.242 0.561 1.397
```

Summary:
maximum force: 0.06414 Eh/bohr
ΔE to the lowest compared entry with this formula, charge and spin: 1.385 eV
HOMO energy: -10.123 eV
SMILES: N=C(N)N.O.O.O
LUMO: 0.338 eV

---

(15)
CH11NO4 | wB97M-V/def2-TZVPD

Structure (XYZ):
```
17
Properties=species:S:1:pos:R:3
N 2.508 -0.416 -0.172
C 1.504 -0.738 0.762
O 0.172 -0.347 0.361
H 2.782 -1.052 -0.891
H 2.720 0.558 -0.283
H 1.455 -1.803 1.000
H 1.656 -0.195 1.700
H 0.214 -0.139 -0.585
H -2.022 2.899 1.612
H -1.394 1.550 1.168
O -1.444 2.188 1.895
H -1.192 -2.299 -0.684
H -2.475 -2.895 -1.319
O -1.740 -3.094 -0.736
H -0.568 1.386 -1.769
H -0.921 2.625 -0.870
O -1.255 1.773 -1.190
```

Summary:
expectation value of S²: 0.750
maximum force: 0.02021 Eh/bohr
ΔE to the lowest compared entry with this formula, charge and spin: 0.659 eV
HOMO energy (alpha / beta): 0.576 / -6.197 eV
charge: -1
2S+1: 2
LUMO (alpha / beta): 3.926 / 3.749 eV

---

(16)
CH11NO6 | wB97M-V/def2-TZVPD

Structure (XYZ):
```
19
Properties=species:S:1:pos:R:3
N 0.835 -1.303 0.275
C 1.104 -1.122 1.599
O 0.495 -0.011 2.278
O 2.017 -1.685 2.160
H 0.950 -2.220 -0.240
H -0.032 -0.964 -0.225
H 0.349 0.784 1.738
H 3.119 -2.450 -0.802
H 2.870 -4.008 -0.790
O 2.775 -3.285 -1.427
H -0.962 2.305 0.097
H 0.232 2.837 -0.670
O -0.099 1.993 -0.135
H -2.438 -0.309 -2.153
H -1.100 0.634 -1.943
O -1.976 0.397 -1.647
H -2.500 2.812 1.392
H -3.133 2.562 -0.015
O -2.505 3.032 0.509
```

Summary:
expectation value of S²: 0.757
maximum force: 0.15094 Eh/bohr
ΔE to the lowest compared entry with this formula, charge and spin: 1.951 eV
HOMO energy (alpha / beta): -15.126 / -15.120 eV
charge: +1
2S+1: 2
LUMO (alpha / beta): -4.434 / -10.171 eV

---

(17)
CH11NO6 | wB97M-V/def2-TZVPD

Structure (XYZ):
```
19
Properties=species:S:1:pos:R:3
N 0.160 -1.646 2.403
C -0.203 -1.574 1.042
O -0.895 -0.477 0.701
O 0.122 -2.419 0.157
H 0.536 -2.549 2.684
H -0.342 -0.954 2.953
H -0.810 0.253 1.264
H -0.255 3.512 -0.911
H 0.218 2.155 -1.418
O 0.468 2.867 -0.767
H -0.884 0.453 -0.883
H -0.263 -0.359 -1.960
O -0.612 0.468 -1.808
H 0.532 2.404 0.645
H 0.932 2.500 2.137
O 0.331 1.998 1.570
H 0.113 -2.403 -1.987
H 0.312 -2.367 -3.296
O 0.537 -1.863 -2.526
```

Summary:
expectation value of S²: 0.769
maximum force: 0.13132 Eh/bohr
ΔE to the lowest compared entry with this formula, charge and spin: 1.593 eV
HOMO energy (alpha / beta): -14.642 / -14.574 eV
charge: +1
2S+1: 2
LUMO (alpha / beta): -4.637 / -10.619 eV

---

(18)
CH11NSi4 | wB97M-V/def2-TZVPD

Structure (XYZ):
```
17
Properties=species:S:1:pos:R:3
C -2.700 0.074 0.274
N -1.292 0.152 0.201
Si -0.402 -1.354 0.562
Si -0.262 1.010 -0.951
Si 1.529 -0.464 -0.529
Si 3.594 0.531 0.342
H -3.152 -0.942 0.113
H -3.166 0.536 1.215
H -3.096 0.674 -0.612
H -0.239 -1.506 2.034
H -1.004 -2.607 0.041
H -0.607 0.733 -2.313
H -0.060 2.471 -0.663
H 4.608 0.807 -0.610
H 1.346 -1.253 -1.900
H 3.021 1.935 0.453
H 4.467 0.203 1.662
```

Summary:
maximum force: 0.06716 Eh/bohr
ΔE to the lowest compared entry with this formula, charge and spin: 1.631 eV
HOMO energy: -8.853 eV
LUMO: 0.339 eV

---

(19)
CH11O4S | wB97M-V/def2-TZVPD

Structure (XYZ):
```
17
Properties=species:S:1:pos:R:3
C 1.177 -1.930 -1.323
S 0.891 -1.104 0.266
H 2.067 -1.562 -1.842
H 1.326 -3.008 -1.222
H 0.348 -1.859 -2.023
H 2.139 2.329 -1.574
H 2.418 1.174 -0.625
O 2.815 1.980 -0.986
H -2.413 0.682 2.679
H -1.719 -0.658 2.900
O -2.149 -0.125 2.224
H -0.996 -0.548 -0.808
H -2.085 -0.440 0.119
O -1.962 -0.324 -0.840
H -1.433 1.621 -0.418
H -0.640 1.691 0.828
O -1.161 2.273 0.257
```

Summary:
maximum force: 0.01296 Eh/bohr
ΔE to the lowest compared entry with this formula, charge and spin: 0.563 eV
HOMO energy: -3.186 eV
charge: -1
LUMO: 3.212 eV